1.
The molecule C2H5N3O2S in a non-equilibrium geometry, computed with ωB97M-V with the def2-TZVPD basis set.

The value obtained for the total energy is -792.037488 Eh. The energy above the lowest of the compared OMol25 structures with the same formula, charge and spin is 80.15 kcal/mol. For the HOMO energy, the calculation gives -0.34307 Ha. For the gap between HOMO and LUMO, the calculation gives 9.714 eV. The net charge is 0.

Each line ends with the Mulliken charge.
Element x y z (Å)
C (1.51248, -0.01507, -0.05860)  0.6525
C (-1.53079, -0.52491, 0.01429)  0.5793
H (3.31017, -0.18238, -0.50143)  0.2780
H (2.73892, -1.81149, -0.07703)  0.2753
H (-3.37288, -0.71169, -0.78597)  0.2503
H (-2.33416, 1.25959, -0.02696)  0.3533
H (0.20199, 1.69092, 0.67633)  0.3919
N (2.70674, -0.75340, -0.00060)  -0.4490
N (-2.58159, -1.26713, -0.20789)  -0.6550
N (-1.35302, 0.83725, -0.26491)  -0.3066
O (1.30431, 1.17951, -0.27162)  -0.6128
O (-0.74724, 1.49864, 0.89588)  -0.4692
S (0.14506, -1.19984, 0.60850)  -0.2878



2.
A structure of composition C30H46BrN3NiP2 in a non-equilibrium geometry, computed with ωB97M-V with the def2-TZVPD basis set.

The value obtained for the total energy is -6099.492226 Eh. The energy above the lowest of the compared OMol25 structures with the same formula, charge and spin is 0.00 kcal/mol. The spin multiplicity is 3. For the HOMO energy (spin up / spin down), the calculation gives -0.48192 / -0.48222 Ha. For the gap between HOMO and LUMO (spin up / spin down), the calculation gives 7.678 / 5.682 eV. The net charge is +2.

Each line ends with the Mulliken charge.
Element x y z (Å)
N (-5.83060, -1.69318, 4.12765)  -0.5781
C (-4.85620, -0.91496, 4.63047)  -0.3541
C (-4.29921, 0.14160, 3.89384)  -0.3815
C (-4.72151, 0.36883, 2.55807)  0.3939
C (-5.76547, -0.44099, 2.05243)  -0.4465
C (-6.26816, -1.46051, 2.87979)  -0.3606
C (-4.00953, 1.27915, 1.68767)  0.0318
Ni (0.61902, 0.17215, -0.53737)  -0.1174
P (2.78959, 0.20041, -1.34333)  0.1149
C (-4.36861, 1.52959, 0.39675)  -0.6594
C (-3.41420, 2.17497, -0.48108)  0.4546
C (-3.29601, 1.68616, -1.79675)  -0.6445
C (-2.13698, 1.91338, -2.52989)  -0.6496
C (-1.10086, 2.58031, -1.89459)  -0.1438
C (-1.31278, 3.36127, -0.76277)  -0.7915
C (-2.44643, 3.08343, 0.01099)  -0.3685
Br (0.70477, 2.35047, -2.66867)  0.0418
H (-3.12896, 1.77447, 2.09620)  0.1386
H (-5.22639, 1.03802, -0.07588)  0.4214
H (-3.49246, 0.73790, 4.33752)  0.4306
H (-6.15094, -0.37155, 1.02645)  0.2496
H (-4.49732, -1.15779, 5.64003)  0.3643
H (-7.03853, -2.14437, 2.49389)  0.3721
H (-4.06860, 1.03091, -2.19492)  0.4466
H (-2.54968, 3.53075, 1.00737)  0.7570
H (-2.01373, 1.51266, -3.53620)  0.7756
H (-0.56879, 4.09682, -0.44431)  0.8263
P (-0.39035, -1.68506, -0.77786)  0.7988
C (3.38420, 1.86242, -0.74807)  0.1336
C (4.55955, 2.55207, -1.40457)  -1.5667
H (3.61472, 1.65957, 0.30825)  0.2845
H (2.52496, 2.54619, -0.74730)  0.1548
H (4.73891, 3.49760, -0.87469)  0.4489
H (5.47486, 1.96197, -1.32386)  0.2905
H (4.38180, 2.81037, -2.45358)  0.3088
C (2.81877, -0.32535, -3.13230)  -0.0777
C (3.94082, 0.25229, -3.99716)  -1.2670
H (1.82120, -0.17596, -3.57608)  0.2788
H (2.94300, -1.43060, -3.06398)  0.3535
H (3.57646, 0.33728, -5.03169)  0.4151
H (4.26501, 1.25006, -3.66369)  0.1404
H (4.81582, -0.41743, -4.01443)  0.3990
C (4.08436, -0.91985, -0.67739)  -0.2031
C (5.52890, -0.57956, -1.03699)  -1.5496
H (3.84890, -1.91343, -1.06720)  0.2879
H (3.93475, -0.96423, 0.40936)  0.4397
H (6.15645, -1.48030, -0.94711)  0.3832
H (5.61455, -0.24028, -2.07731)  0.3317
H (5.96794, 0.17716, -0.37131)  0.3955
C (0.30631, -3.25531, -0.12446)  -0.8082
C (1.82419, -3.29353, -0.23470)  -1.0652
H (-0.15120, -4.06634, -0.71173)  0.6248
H (-0.02516, -3.37960, 0.91440)  0.3704
H (2.21183, -4.20403, 0.23898)  0.5304
H (2.14928, -3.29374, -1.28547)  0.3075
H (2.29731, -2.44228, 0.27666)  -0.0480
C (-0.69462, -2.23153, -2.51174)  -0.8977
C (-1.56072, -1.25824, -3.29923)  -0.7609
H (-1.12518, -3.24110, -2.45700)  0.5557
H (0.29748, -2.30964, -2.97724)  0.3563
H (-1.60651, -1.56118, -4.35723)  0.4606
H (-2.58759, -1.20210, -2.90430)  0.2511
H (-1.12175, -0.24943, -3.26835)  -0.1198
C (-2.06630, -1.62839, 0.02029)  0.2694
C (-2.12111, -1.84700, 1.53995)  -0.9909
H (-2.68275, -2.37823, -0.51085)  0.6047
H (-2.45753, -0.62507, -0.22071)  -0.4239
H (-3.16958, -1.86385, 1.86092)  0.1510
H (-1.66841, -2.80636, 1.83824)  0.3900
H (-1.63997, -1.02824, 2.10031)  0.2424
N (1.40386, -1.25906, 2.23144)  -0.2496
C (1.37454, 0.11994, 2.37492)  0.4262
C (1.93042, 0.68753, 3.52659)  -1.1117
C (1.64323, 2.01681, 3.81948)  -0.6311
C (0.92134, 2.75677, 2.86627)  -0.9523
C (0.62089, 2.18553, 1.64745)  -0.3246
N (0.84570, 0.86783, 1.37241)  1.4316
H (0.47482, -1.68782, 2.10018)  0.0491
H (1.89124, -1.72424, 2.99125)  0.3163
H (2.54381, 0.03712, 4.16481)  0.4487
H (1.97857, 2.46875, 4.76186)  0.4600
H (0.63451, 3.78646, 3.06912)  0.5202
H (0.17208, 2.75477, 0.84308)  0.1136



3.
A structure of composition C4H7N2O3P in a non-equilibrium geometry, computed with ωB97M-V with the def2-TZVPD basis set.

The value obtained for the total energy is -833.089601 Eh. The energy above the lowest of the compared OMol25 structures with the same formula, charge and spin is 84.55 kcal/mol. For the HOMO energy (spin up / spin down), the calculation gives -0.35245 / -0.35242 Ha. For the gap between HOMO and LUMO (spin up / spin down), the calculation gives 8.268 / 8.268 eV. The net charge is 0.

Each line ends with the Mulliken charge.
Element x y z (Å)
C (1.61205, -1.27071, -0.55403)  0.8867
C (-0.10602, -0.34302, -0.66935)  0.2034
C (2.12887, -1.14911, 0.78686)  -1.2781
C (-1.66101, 1.90802, 0.38150)  -0.9504
N (-1.71677, -0.88900, -2.41004)  -1.1614
N (-0.84485, -0.58769, -1.61101)  0.7648
O (0.99572, 1.60301, 0.84965)  -0.7220
O (1.75526, -1.80330, -1.54383)  -0.3247
O (-0.53442, -0.19457, 1.91758)  -0.7030
P (-0.28888, 0.80449, 0.90013)  0.9139
H (2.66136, -0.09789, 0.83238)  0.3260
H (1.30126, -1.10336, 1.35883)  0.4094
H (2.79178, -1.89039, 0.92194)  0.4245
H (-1.62370, 2.60644, 1.23968)  0.3170
H (-1.25071, 2.29076, -0.64942)  0.2925
H (-2.63193, 1.44188, 0.45684)  0.3306
H (-2.58802, -1.32557, -2.20771)  0.2709



4.
A cluster of 2 separate species, C3H10N2O in total in a non-equilibrium geometry, computed with ωB97M-V with the def2-TZVPD basis set.

The value obtained for the total energy is -304.990075 Eh. The energy above the lowest of the compared OMol25 structures with the same formula, charge and spin is 53.07 kcal/mol. For the HOMO energy, the calculation gives -0.32896 Ha. For the gap between HOMO and LUMO, the calculation gives 9.864 eV. The net charge is 0.

Each line ends with the Mulliken charge.
Element x y z (Å)
C (-3.71475, 1.84059, -1.31617)  0.0394
C (-4.49562, 1.95357, -0.22072)  -0.6794
N (-4.04856, 2.41316, -2.57609)  -0.5022
H (-2.68599, 1.66608, -0.97995)  0.2591
H (-4.09611, 1.65274, 0.74890)  0.2205
H (-5.57317, 2.30581, -0.25949)  0.1802
H (4.50120, -1.98872, -0.22339)  0.2983
H (-4.99944, 2.77018, -2.53903)  0.2403
H (-4.14701, 1.74343, -3.33836)  0.2421
N (3.39099, -2.76970, 2.09181)  -0.4639
C (3.49997, -1.56244, 1.29801)  -0.3022
O (4.68344, -1.38387, 0.50760)  -0.5139
H (2.69077, -3.41530, 1.76641)  0.2078
H (3.33724, -2.66141, 3.09407)  0.2289
H (3.51458, -0.72722, 1.97769)  0.2585
H (2.63653, -1.32515, 0.68523)  0.2866



5.
A cluster of 2 separate species, C7H14ClNS in total in a non-equilibrium geometry, computed with ωB97M-V with the def2-TZVPD basis set.

The value obtained for the total energy is -1188.104751 Eh. The energy above the lowest of the compared OMol25 structures with the same formula, charge and spin is 34.59 kcal/mol. For the HOMO energy, the calculation gives -0.33886 Ha. For the gap between HOMO and LUMO, the calculation gives 9.973 eV. The net charge is 0.

Each line ends with the Mulliken charge.
Element x y z (Å)
C (-1.45591, -0.21317, -1.34588)  -1.1891
C (-1.48462, -0.03787, -2.80253)  0.4505
C (-1.26366, 1.35724, -3.03476)  -1.0943
C (-0.97908, 2.49871, -3.26274)  0.2983
C (0.61000, 0.25475, 2.68519)  -1.2937
C (0.87015, -0.90125, 1.72249)  0.5886
C (1.53423, -0.49984, 0.46681)  -0.6726
H (-2.14517, 0.62378, -0.92415)  0.3017
H (-1.70625, -1.15106, -0.86533)  0.5192
H (-0.54245, 0.02397, -0.79651)  0.1197
H (-2.35832, -0.49196, -3.21211)  0.3698
H (-0.70734, 3.44572, -3.47097)  0.5013
H (1.58704, 0.72914, 3.01191)  0.3345
H (0.10080, -0.08581, 3.60328)  0.3886
H (0.01985, 1.18981, 2.35661)  0.2243
H (1.44813, -1.69901, 2.26113)  0.1668
H (-1.07675, -1.02790, 1.05006)  0.2571
H (-0.75856, -1.76449, 2.58166)  0.3026
H (1.98084, -1.36027, -0.17249)  0.2961
H (0.81881, -0.10680, -0.22080)  0.0934
H (2.87099, 1.41720, 1.55416)  0.0873
N (-0.38146, -1.66755, 1.50499)  -0.6773
S (3.20061, 0.36089, 0.78672)  -0.1645
Cl (-0.18185, -0.89425, -3.47673)  -0.2082



6.
A structure of composition C5H10NO2 in a non-equilibrium geometry, computed with ωB97M-V with the def2-TZVPD basis set.

The value obtained for the total energy is -401.575581 Eh. The energy above the lowest of the compared OMol25 structures with the same formula, charge and spin is 157.65 kcal/mol. For the HOMO energy, the calculation gives -0.08226 Ha. For the gap between HOMO and LUMO, the calculation gives 5.097 eV. The net charge is -1.

Each line ends with the Mulliken charge.
Element x y z (Å)
C (0.84044, 0.72134, 0.23488)  -0.5867
C (-0.45117, 0.75525, 0.96138)  -0.2399
C (-1.20106, 2.17796, 0.67795)  -0.4232
O (-2.44903, 2.19058, 1.13900)  -0.8717
C (0.83931, -0.30665, -0.86990)  0.3715
N (0.88077, -1.56730, 0.00136)  -0.3015
C (0.07373, -2.54759, -0.65829)  -0.7691
O (0.46156, 0.04386, -2.02778)  -0.6325
H (1.68169, 0.71076, 0.94354)  0.2616
H (0.96378, 1.66815, -0.34346)  0.3994
H (-0.45730, 0.73669, 2.06352)  0.3182
H (-1.01307, -0.13593, 0.66339)  0.0317
H (-1.08754, 2.23269, -0.43240)  0.1515
H (-0.46850, 2.96410, 1.05157)  0.1583
H (1.70168, -1.09162, -0.89011)  0.2435
H (0.42360, -3.54438, -0.37881)  0.2989
H (0.22853, -2.55061, -1.73305)  0.2812
H (-0.96744, -2.45728, -0.40278)  0.3088